Here is one molecule with the formula C6H14ClNS from the OMol25 dataset. Energies are from ωB97M-V/def2-TZVPD.

The relative energy (zero: lowest compared OMol25 entry of this formula, charge and spin) comes out at 115.9 kcal per mole. For the molar mass, the calculation gives 167.705 g/mol. As for the LUMO energy (alpha / beta): -1.799 / -1.871 eV. The value obtained for the frontier orbital gap (alpha / beta) is 6.4 / 6.2 eV.

Last column: natural (NBO) charge in e.
CARTESIAN COORDINATES (ANGSTROEM)
H: 0.164 -2.930 -0.818  0.211
H: -1.309 3.272 -1.946  0.232
C: -0.111 -0.705 2.151  -0.652
H: 1.933 2.670 0.025  0.242
C: 0.787 -0.790 -0.678  -0.267
H: 1.746 2.632 -1.731  0.240
H: -0.687 -1.912 -2.072  0.224
H: 0.957 -2.342 -2.155  0.216
H: 1.429 -1.001 0.172  0.191
H: -0.071 0.057 2.894  0.249
H: 1.433 -0.113 -1.363  0.217
C: 0.233 -2.096 -1.420  -0.603
H: -2.245 1.789 -1.295  0.227
Cl: -0.008 2.787 2.114  -0.558
S: -0.188 1.988 -0.292  1.150
C: -1.330 2.364 -1.420  -0.603
C: -0.968 -0.480 0.936  -0.277
N: -0.390 -0.073 -0.343  -0.428
H: -0.260 -1.612 2.761  0.220
H: 0.987 -0.836 1.811  0.198
H: -1.736 0.312 1.135  0.214
C: 1.265 2.552 -0.770  -0.861
H: -1.587 -1.324 0.676  0.215

---

Here is C22H31IrNO4PS as an isolated structure from the OMol25 dataset. Energies are from ωB97M-V/def2-TZVPD.

The relative energy (zero: lowest compared OMol25 entry of this formula, charge and spin) comes out at 5.7 kcal per mole. Its net charge is +3. The spin multiplicity is 2. For the molar mass, the calculation gives 628.751 g/mol. As for the LUMO energy (alpha / beta): -10.760 / -12.703 eV. The value obtained for the frontier orbital gap (alpha / beta) is 7.0 / 5.2 eV.

Last column: natural (NBO) charge in e.
CARTESIAN COORDINATES (ANGSTROEM)
H: -0.292 -1.521 -4.997  0.217
H: 2.988 -1.743 3.112  0.216
C: 0.640 0.348 1.554  -0.342
C: -4.508 0.216 -3.499  -0.053
C: -1.610 -0.219 2.372  -0.122
C: -5.338 -0.085 -2.412  -0.195
H: 2.694 -2.559 -2.161  0.227
H: 0.888 5.233 -0.271  0.269
H: -0.617 4.473 -0.800  0.222
H: -2.068 -4.215 -0.965  0.231
P: -0.002 -1.552 -1.768  2.199
C: 3.076 -0.914 3.818  -0.593
H: 2.224 3.318 -1.067  0.214
H: 4.131 -0.781 4.059  0.255
H: 2.104 1.259 5.213  0.222
H: 1.313 0.597 0.747  0.249
H: -1.554 -2.298 -3.972  0.199
H: -6.402 -0.196 -2.567  0.270
C: -1.153 -0.356 3.688  -0.221
H: -0.265 -3.280 -4.726  0.247
C: -2.593 0.263 -2.083  -0.062
N: -1.371 0.260 0.106  -0.434
C: -4.807 -0.217 -1.145  -0.109
H: -0.493 -4.278 -1.794  0.207
H: 2.262 2.474 3.939  0.222
H: 0.598 2.845 -2.822  0.527
C: -0.703 0.142 1.305  0.217
C: -3.428 -0.027 -0.978  -0.111
C: -2.682 -0.040 0.211  0.134
C: 1.111 0.214 2.852  0.325
H: 3.102 1.757 1.585  0.208
O: 0.659 2.318 -2.012  -0.826
O: 1.272 -1.653 -0.905  -0.838
C: 1.149 3.230 -0.937  -0.052
H: 3.432 0.037 1.256  0.201
H: 0.950 2.705 -0.006  0.177
H: -0.555 -4.109 -0.018  0.217
C: 2.545 0.414 3.217  -0.152
H: 3.248 -2.064 -0.538  0.230
S: -3.204 -0.418 1.801  0.656
H: 3.693 1.646 4.561  0.254
H: 2.990 -0.827 -1.803  0.205
C: 0.173 -0.140 3.913  -0.088
H: 2.557 -1.192 4.736  0.224
H: -2.516 0.619 -4.214  0.243
H: 0.550 -0.227 4.923  0.261
H: -4.942 0.312 -4.487  0.262
H: 4.446 0.943 2.371  0.259
H: -1.830 -0.608 4.495  0.277
O: 0.374 -2.158 -3.129  -0.821
C: 2.662 -1.783 -1.404  -0.244
C: 0.450 4.559 -1.009  -0.658
C: 2.642 1.518 4.301  -0.594
H: -5.450 -0.446 -0.302  0.251
H: 0.583 5.025 -1.988  0.236
C: 3.420 0.810 2.031  -0.612
C: -3.128 0.386 -3.347  -0.277
C: -1.045 -3.859 -0.955  -0.259
O: -1.123 -2.391 -1.066  -0.840
Ir: -0.732 0.552 -1.723  0.723
C: -0.515 -2.318 -4.295  -0.251

---

Here is a 2-piece molecular cluster, C4H10NO3 overall from the OMol25 dataset. Energies are from ωB97M-V/def2-TZVPD.

The relative energy (zero: lowest compared OMol25 entry of this formula, charge and spin) comes out at 60.4 kcal per mole. Its net charge is -1. For the molar mass, the calculation gives 120.128 g/mol. As for the LUMO energy: 4.049 eV. The value obtained for the frontier orbital gap is 7.4 eV.

Last column: natural (NBO) charge in e.
CARTESIAN COORDINATES (ANGSTROEM)
N: -1.830 0.638 -0.036  -0.853
H: -2.627 1.245 -0.048  0.360
H: -0.479 -0.622 1.467  0.526
H: 1.775 0.979 -0.630  0.202
O: -0.715 2.020 -1.416  -0.658
H: -2.089 -0.219 0.397  0.424
H: 2.119 -0.129 -1.802  0.165
H: 1.500 -1.962 0.353  0.099
C: 0.118 -0.269 -1.046  -0.533
C: -0.761 0.934 -0.883  0.705
H: -0.819 -1.967 1.836  0.467
H: 3.038 -0.979 0.792  0.114
C: 1.610 -0.113 -0.813  -0.437
C: 1.930 -0.973 0.517  -0.020
O: 1.182 -0.370 1.482  -0.963
O: -1.343 -1.192 1.578  -1.048
H: -0.287 -1.040 -0.378  0.234
H: 0.165 -0.640 -2.068  0.215

---

Here is one molecule with the formula C18H20N2O4 from the OMol25 dataset. Energies are from ωB97M-V/def2-TZVPD.

The relative energy (zero: lowest compared OMol25 entry of this formula, charge and spin) comes out at 117.1 kcal per mole. For the molar mass, the calculation gives 328.368 g/mol. As for the LUMO energy: 0.470 eV. The value obtained for the frontier orbital gap is 9.1 eV.

Last column: natural (NBO) charge in e.
CARTESIAN COORDINATES (ANGSTROEM)
H: -3.004 1.116 -2.139  0.365
C: 1.437 -2.022 -3.524  0.786
C: 0.274 0.466 -1.906  0.677
N: -2.187 0.611 -2.354  -0.834
H: -1.135 3.904 -0.612  0.219
H: 1.773 -5.317 0.588  0.228
H: 2.025 -1.325 -1.544  0.231
C: 1.201 -1.851 -1.940  -0.131
C: 2.265 -4.122 2.299  -0.231
H: 2.896 -2.951 3.979  0.217
H: -0.900 -0.889 -1.741  0.433
H: -0.055 -3.321 -1.203  0.234
O: 1.316 1.045 -2.104  -0.643
C: -1.834 2.156 2.202  -0.188
C: -1.077 1.111 0.080  -0.440
C: -2.824 4.378 2.169  0.295
H: -3.318 2.987 3.609  0.210
N: 0.047 -0.920 -1.962  -0.657
O: 1.528 -3.125 -4.026  -0.600
C: -2.575 3.135 2.779  -0.279
C: -1.689 3.611 0.295  -0.203
H: 2.382 -5.019 2.928  0.217
O: 1.616 -1.003 -4.297  -0.651
C: 1.909 -4.239 0.948  -0.183
H: 2.607 -0.850 0.255  0.225
H: 1.646 -0.176 -3.750  0.507
C: -0.993 1.194 -1.525  -0.150
H: -0.102 0.920 0.605  0.237
C: 2.819 -3.012 2.832  -0.214
H: 3.536 -0.932 2.285  0.222
H: -1.170 1.547 2.741  0.221
C: 3.044 -1.864 2.033  -0.206
C: -1.670 2.315 0.796  -0.020
C: 2.452 -1.896 0.711  -0.239
C: 1.755 -3.041 0.175  -0.043
C: 1.094 -3.121 -1.130  -0.458
H: -0.825 2.311 -1.833  0.213
H: -2.263 5.664 0.729  0.224
C: -2.253 4.644 1.006  -0.273
H: 1.438 -3.920 -1.869  0.284
H: -2.037 0.972 -3.316  0.365
O: -3.575 5.347 2.746  -0.690
H: -1.607 0.205 0.402  0.229
H: -3.967 5.277 3.583  0.493

---

Here is one molecule with the formula C5H11NO from the OMol25 dataset. Energies are from ωB97M-V/def2-TZVPD.

The relative energy (zero: lowest compared OMol25 entry of this formula, charge and spin) comes out at 92.9 kcal per mole. For the molar mass, the calculation gives 101.149 g/mol. As for the LUMO energy: 1.057 eV. The value obtained for the frontier orbital gap is 9.4 eV.

Last column: natural (NBO) charge in e.
CARTESIAN COORDINATES (ANGSTROEM)
H: 3.644 1.626 0.075  0.190
H: -1.322 -2.263 1.319  0.200
O: 1.790 1.160 -0.658  -0.495
H: 0.300 -1.564 1.117  0.226
H: -0.940 -0.675 2.046  0.155
C: 1.118 0.063 -0.438  0.266
N: -1.167 -0.710 -0.079  -0.425
H: -2.866 0.037 -1.050  0.198
H: -0.464 1.253 0.396  0.179
C: -0.767 -1.332 1.170  -0.428
H: 3.559 1.349 -1.689  0.190
C: 3.213 1.003 -0.712  -0.249
C: -2.572 -0.363 -0.072  -0.409
H: -0.641 0.886 -1.328  0.227
H: -2.826 0.393 0.698  0.159
H: -3.172 -1.258 0.123  0.202
C: -0.340 0.447 -0.364  -0.394
H: 3.453 -0.050 -0.556  0.209

---

Here is C3H7N2O as an isolated structure from the OMol25 dataset. Energies are from ωB97M-V/def2-TZVPD.

The relative energy (zero: lowest compared OMol25 entry of this formula, charge and spin) comes out at 141.2 kcal per mole. Its net charge is +1. For the molar mass, the calculation gives 87.102 g/mol. As for the LUMO energy (alpha / beta): -4.605 / -4.606 eV. The value obtained for the frontier orbital gap (alpha / beta) is 7.4 / 7.4 eV.

Last column: natural (NBO) charge in e.
CARTESIAN COORDINATES (ANGSTROEM)
C: -0.611 -1.580 -0.045  -0.328
N: -1.236 -0.445 -0.085  -0.571
H: -0.008 -1.866 -1.026  0.215
O: 2.717 -0.596 0.219  -0.305
H: 0.918 1.482 -1.336  0.488
C: -0.140 1.129 0.358  -0.279
H: -1.701 -0.357 0.837  0.428
H: -0.229 -1.744 0.995  0.209
H: -0.605 2.088 0.052  0.230
N: 1.057 0.984 -0.377  -0.608
C: 1.848 -0.021 -0.229  0.852
H: -1.791 -0.017 -0.843  0.443
H: -0.219 0.942 1.481  0.227

---

Repeat the sixth record exactly.
Here is C3H7N2O as an isolated structure from the OMol25 dataset. Energies are from ωB97M-V/def2-TZVPD.

The relative energy (zero: lowest compared OMol25 entry of this formula, charge and spin) comes out at 141.2 kcal per mole. Its net charge is +1. For the molar mass, the calculation gives 87.102 g/mol. As for the LUMO energy (alpha / beta): -4.605 / -4.606 eV. The value obtained for the frontier orbital gap (alpha / beta) is 7.4 / 7.4 eV.

Last column: natural (NBO) charge in e.
CARTESIAN COORDINATES (ANGSTROEM)
C: -0.611 -1.580 -0.045  -0.328
N: -1.236 -0.445 -0.085  -0.571
H: -0.008 -1.866 -1.026  0.215
O: 2.717 -0.596 0.219  -0.305
H: 0.918 1.482 -1.336  0.488
C: -0.140 1.129 0.358  -0.279
H: -1.701 -0.357 0.837  0.428
H: -0.229 -1.744 0.995  0.209
H: -0.605 2.088 0.052  0.230
N: 1.057 0.984 -0.377  -0.608
C: 1.848 -0.021 -0.229  0.852
H: -1.791 -0.017 -0.843  0.443
H: -0.219 0.942 1.481  0.227

---

What did the fifth record say?
Here is one molecule with the formula C5H11NO from the OMol25 dataset. Energies are from ωB97M-V/def2-TZVPD.

The relative energy (zero: lowest compared OMol25 entry of this formula, charge and spin) comes out at 92.9 kcal per mole. For the molar mass, the calculation gives 101.149 g/mol. As for the LUMO energy: 1.057 eV. The value obtained for the frontier orbital gap is 9.4 eV.

Last column: natural (NBO) charge in e.
CARTESIAN COORDINATES (ANGSTROEM)
H: 3.644 1.626 0.075  0.190
H: -1.322 -2.263 1.319  0.200
O: 1.790 1.160 -0.658  -0.495
H: 0.300 -1.564 1.117  0.226
H: -0.940 -0.675 2.046  0.155
C: 1.118 0.063 -0.438  0.266
N: -1.167 -0.710 -0.079  -0.425
H: -2.866 0.037 -1.050  0.198
H: -0.464 1.253 0.396  0.179
C: -0.767 -1.332 1.170  -0.428
H: 3.559 1.349 -1.689  0.190
C: 3.213 1.003 -0.712  -0.249
C: -2.572 -0.363 -0.072  -0.409
H: -0.641 0.886 -1.328  0.227
H: -2.826 0.393 0.698  0.159
H: -3.172 -1.258 0.123  0.202
C: -0.340 0.447 -0.364  -0.394
H: 3.453 -0.050 -0.556  0.209

---

Q: Which of these has the lowest relative energy (zero: lowest compared OMol25 entry of this formula, charge and spin)?
A: C22H31IrNO4PS

---

Q: molar mass of number 4 (C18H20N2O4)?
A: 328.368 g/mol